# 1
{"formula": "H29O14", "method": "ωB97M-V/def2-TZVPD", "e_lumo_ev": -3.0742, "total_charge": 1, "homo_ev": -12.93, "elements": ["O", "H", "O", "H", "H", "O", "H", "H", "O", "H", "H", "O", "H", "H", "O", "H", "H", "O", "H", "H", "O", "H", "H", "O", "H", "H", "O", "H", "H", "O", "H", "H", "O", "H", "H", "O", "H", "H", "O", "H", "H", "H", "H"], "xyz": [[-1.01992, 1.44587, 1.25492], [-0.42454, -3.16676, 0.95851], [3.30375, -2.64809, -2.33561], [-1.04058, 1.45928, -2.95516], [0.02292, -0.24747, 1.81020], [-3.43930, -0.50087, -1.45930], [2.78927, 0.85707, 4.21058], [-3.67687, -0.74832, -0.54423], [-0.56787, 1.32282, -2.12438], [-3.05625, 2.81036, -0.44628], [-1.07216, 1.74657, -1.39326], [2.35714, 0.06212, -2.57463], [2.87617, 0.85101, -2.39771], [2.82061, -0.72846, -2.23250], [-4.01845, -2.39076, 0.29493], [1.33579, 0.09780, 0.32470], [2.67962, 1.95274, 3.06593], [2.65339, -2.45110, 1.72035], [1.85800, -1.93140, 1.51546], [2.48530, -2.65237, -2.83388], [0.18456, -3.80126, 0.54845], [-0.45513, -4.06845, -0.13617], [1.16684, 0.32436, 2.71133], [-2.10427, 2.91620, -0.52201], [-0.86461, 2.24809, 0.72271], [-1.67987, 1.79236, 1.87358], [1.56258, 0.64302, -0.52428], [-1.04120, -0.34027, -0.36264], [-2.55959, -0.13912, -1.33347], [2.19674, 1.44309, 3.73212], [-4.67063, -2.85015, 0.82815], [-0.79474, 4.66896, 1.70339], [-0.29566, 4.16520, 1.04957], [-1.89524, 3.58437, -1.18952], [-0.19163, 4.73765, 0.28337], [-1.00660, -1.26910, -0.14275], [3.97624, -2.14684, -2.80039], [-0.85561, -1.74404, -0.96582], [0.98087, -0.24440, 1.92692], [1.81463, 0.04169, -1.26854], [-3.52975, -2.97557, -0.28862], [0.71160, 1.05300, -0.79892], [2.48445, -3.17885, 1.09492]], "lowdin_charge": [-0.06, 0.03, -0.02, 0.09, 0.03, -0.07, 0.07, 0.01, -0.05, 0.10, 0.00, 0.02, 0.10, 0.05, -0.05, 0.12, 0.07, -0.08, -0.03, 0.05, -0.05, 0.05, 0.05, -0.06, 0.00, 0.08, 0.18, -0.02, -0.03, -0.03, 0.06, 0.07, -0.04, 0.09, 0.05, -0.04, 0.05, 0.07, -0.07, 0.02, 0.05, 0.09, 0.03]}

---

# 2
{"formula": "H29O14", "method": "ωB97M-V/def2-TZVPD", "e_lumo_ev": -2.6446, "total_charge": 1, "homo_ev": -13.46, "elements": ["O", "H", "O", "H", "H", "O", "H", "H", "O", "H", "H", "O", "H", "H", "O", "H", "H", "O", "H", "H", "O", "H", "H", "O", "H", "H", "O", "H", "H", "O", "H", "H", "O", "H", "H", "O", "H", "H", "O", "H", "H", "H", "H"], "xyz": [[-4.51033, -1.64080, 0.08977], [0.98514, 2.20408, 1.96062], [0.47972, 1.41021, 0.85289], [-0.47963, 1.38129, 0.80532], [0.58304, 0.82897, 3.08546], [-0.82148, 1.77582, -2.67607], [2.29542, -1.23050, 0.34407], [-0.26693, 2.46172, -3.03880], [-0.29507, 4.25273, 1.37521], [0.25772, 4.93413, 0.86582], [-0.91603, 4.72363, 1.96247], [0.23357, -0.94500, -3.93521], [0.18497, -1.74492, -3.39493], [-0.01624, -0.23838, -3.23874], [-0.32241, -2.69732, -0.93563], [0.62677, -2.64045, -0.97262], [-0.86256, -3.48397, -0.98297], [-1.15739, -0.69154, 0.86282], [-0.90989, -1.57705, 0.58798], [-1.03347, -0.00545, 0.22354], [2.05151, -2.59884, -2.90287], [1.92466, -1.84495, -3.49227], [2.34090, -3.16352, -3.63125], [-0.16261, -0.76159, 3.28842], [-0.02450, -1.05477, 2.38724], [-4.22608, -1.06150, -0.63635], [0.74969, 1.94040, 3.01608], [-0.01432, 2.31246, 3.45791], [-1.47726, 1.59720, -3.35065], [1.72457, -0.61631, -0.17103], [0.94590, 0.54385, 0.60425], [3.96783, -2.55897, 1.96709], [3.00545, -2.48506, 1.81078], [-1.16745, -0.82076, 3.33650], [2.87110, -3.41752, 1.49567], [-2.24340, 2.01554, 2.43216], [-2.22961, 2.90373, 2.07954], [-3.18861, 1.72831, 2.65501], [1.61243, 0.72715, -2.25570], [2.17532, 0.55049, -2.99766], [1.46157, 1.48631, -1.69791], [-5.36829, -1.88691, -0.26093], [1.21625, -0.61194, -0.97503]], "lowdin_charge": [-0.07, 0.15, -0.08, 0.04, 0.19, -0.05, 0.07, 0.04, -0.08, 0.11, 0.05, -0.10, 0.01, 0.05, -0.03, 0.01, 0.07, -0.05, 0.03, 0.02, -0.06, 0.01, 0.07, -0.05, 0.01, 0.04, 0.07, 0.10, 0.05, -0.06, 0.04, 0.07, -0.06, 0.11, 0.08, -0.06, 0.01, 0.11, -0.06, 0.07, 0.05, 0.03, 0.02]}

---

# 3
{"formula": "H29O14", "method": "ωB97M-V/def2-TZVPD", "e_lumo_ev": -3.0420, "total_charge": 1, "homo_ev": -13.44, "elements": ["O", "H", "O", "H", "H", "O", "H", "H", "O", "H", "H", "O", "H", "H", "O", "H", "H", "O", "H", "H", "O", "H", "H", "O", "H", "H", "O", "H", "H", "O", "H", "H", "O", "H", "H", "O", "H", "H", "O", "H", "H", "H", "H"], "xyz": [[0.89070, -2.89032, 3.74840], [-1.11865, -2.07971, -0.44440], [0.31398, 1.07740, 2.77402], [0.27799, 1.11194, 3.72055], [3.44049, 1.12329, -1.80043], [-1.71168, -1.86180, 0.57869], [-1.88745, 1.45436, 0.39021], [-1.60322, -0.81492, 0.69379], [-0.93805, 0.59470, -3.56493], [-2.00032, 0.65853, -3.62637], [-0.67790, 1.43076, -3.88628], [1.78463, 1.37384, 0.12696], [2.75837, 1.17952, 0.25667], [1.81986, 2.32437, 0.20597], [1.08713, -1.15181, -3.13435], [1.93855, 1.28097, -1.40144], [0.34004, -1.84571, -1.94811], [1.32056, -3.51760, 0.78442], [1.02214, -4.24122, 1.18562], [1.25981, -2.87146, 1.55010], [-0.82302, 3.64004, -3.23941], [-0.09544, 4.15731, -2.87173], [0.59012, -0.31807, -3.39799], [3.05245, -1.04609, 1.18335], [4.05125, -1.29460, 1.38242], [0.09975, -3.22391, 3.54531], [-0.08247, -2.60451, -1.25136], [-3.72691, 0.31541, 4.07440], [-2.59276, -1.96676, 0.11355], [-1.31817, 0.76785, 0.70313], [0.63957, -1.80728, -3.78820], [-3.89278, 3.41286, -1.10514], [-2.95901, 3.52439, -1.19866], [2.82953, -1.41608, 0.20694], [-2.38241, 3.26703, -0.56586], [-2.90598, 0.36725, 3.93815], [1.39210, 0.99767, 2.65644], [-3.02086, 0.94088, 3.14393], [2.58414, 1.29633, -2.14205], [0.67200, -2.90473, -0.62115], [-0.65517, 2.88608, -2.65864], [0.79223, -2.32411, 4.48524], [-0.56510, 0.99791, 1.19826]], "lowdin_charge": [0.04, 0.14, -0.10, 0.04, 0.01, 0.06, 0.05, 0.10, -0.08, 0.16, 0.00, -0.06, 0.09, 0.08, -0.09, -0.03, 0.09, 0.00, -0.01, 0.07, -0.04, 0.05, 0.04, -0.15, 0.12, -0.03, -0.11, -0.09, 0.15, 0.01, 0.13, 0.05, 0.02, 0.11, -0.05, 0.03, 0.14, 0.07, -0.07, 0.05, 0.00, 0.04, -0.02]}

---

# 4
{"formula": "H29O15", "method": "ωB97M-V/def2-TZVPD", "e_lumo_ev": 2.0941, "total_charge": -1, "homo_ev": -5.55, "elements": ["O", "H", "H", "O", "H", "H", "O", "H", "H", "O", "H", "H", "O", "H", "H", "O", "H", "H", "O", "H", "H", "O", "H", "H", "O", "H", "H", "O", "H", "O", "H", "H", "O", "H", "H", "O", "H", "H", "O", "H", "H", "O", "H", "H"], "xyz": [[-2.76553, -1.00800, -1.82199], [-3.55054, -0.67501, -2.27047], [-0.02296, 1.28888, -4.22017], [-0.17833, 1.69068, -0.80001], [-0.46795, 0.82196, -0.76971], [0.66059, 1.56587, -0.62143], [0.70392, 1.86840, -3.87727], [-3.74723, 1.61313, 0.92675], [-1.78347, -1.34428, 0.27944], [4.86624, 1.35387, 0.25467], [-2.35644, 1.71928, 4.37218], [4.89201, 2.42882, 0.44957], [-1.96579, 3.66696, -0.38589], [-2.01419, 2.80379, 0.00960], [4.62593, 1.09577, 3.17282], [1.12557, -5.17340, -1.60871], [0.54918, -3.09250, 3.62864], [0.88330, -5.07484, -0.76886], [-2.82128, 1.74760, 1.29661], [-1.52713, 3.64263, -1.24887], [-2.38352, 1.02642, 0.91702], [0.28627, 0.11625, 1.48688], [-0.56771, -0.42641, 1.21512], [-2.14721, -0.38839, -0.96341], [-1.63119, 2.36536, 4.64113], [-1.02519, 2.57163, 3.97792], [0.67117, 1.79196, -2.79505], [1.37541, -2.63440, 3.77088], [4.05880, 1.01666, 0.21061], [-1.24451, -0.37857, -3.83994], [-0.98601, 0.44035, -3.55267], [1.45259, -2.58948, 4.67460], [2.10057, -0.41578, -0.52180], [2.02404, -1.27522, -0.88278], [1.75562, -0.79166, 0.30613], [4.54323, 2.01639, 2.87852], [5.07294, 1.81634, 2.12627], [-0.07420, 1.00717, 1.91924], [-2.02319, -0.35665, 0.08849], [1.55442, -4.62116, -2.18790], [-1.17119, -0.85954, -2.91496], [-2.23450, -3.87736, -2.01058], [-2.74509, -3.51152, -2.74071], [-1.76744, -2.98201, -1.79990]], "lowdin_charge": [-0.30, -0.01, 0.01, 0.03, -0.01, -0.05, -0.15, 0.10, 0.10, -0.06, 0.07, 0.16, -0.09, -0.05, 0.05, 0.04, 0.03, -0.04, -0.07, 0.02, -0.08, -0.16, 0.05, -0.10, -0.07, -0.02, 0.10, -0.02, -0.08, -0.09, -0.08, -0.02, -0.03, 0.02, 0.03, -0.07, -0.04, 0.11, -0.23, 0.00, 0.08, -0.13, 0.01, 0.04]}

---

# 5
{"formula": "H2I2P2", "method": "ωB97M-V/def2-TZVPD", "e_lumo_ev": -0.8200, "total_charge": 0, "homo_ev": -8.97, "elements": ["P", "P", "I", "I", "H", "H"], "xyz": [[0.59765, 0.36025, 1.17416], [-0.63754, -0.49076, -0.51970], [1.03817, -1.71806, -1.78505], [-0.82538, 1.49297, -2.16456], [-0.59483, 1.24941, 1.50406], [0.42192, -0.89380, 1.79109]], "lowdin_charge": [0.35, -0.35, 0.18, 0.11, -0.11, -0.18]}

---

# 6
{"formula": "H2INS", "method": "ωB97M-V/def2-TZVPD", "e_lumo_ev": [-1.9884, -0.9731], "total_charge": 0, "homo_ev": [-9.56, -9.02], "elements": ["N", "S", "I", "H", "H"], "xyz": [[-1.24694, -0.84829, 0.80454], [-0.38143, 0.11336, 1.59511], [-1.30164, 2.42079, 1.31648], [-1.23218, -0.67895, -0.28541], [0.99479, 1.69246, -0.57187]], "lowdin_charge": [-0.54, 0.24, 0.20, 0.05, 0.04]}

---

Calculated values (eV) of energy relative to the best compared isomer or geometry (same formula, charge and spin) for the records, taken in order: 3.702, 5.143, 6.156, 5.808, 0.442, 4.327.